A cluster of 8 separate species, C50H99F4N8O9S4 in total at a distorted geometry. Source: OMol25; level of theory: wB97M-V/def2-TZVPD.

Atoms and positions in Å:
C 1.11 0.65 -0.93
C 0.59 -0.59 -0.12
O 0.61 -0.62 1.29
H 2.00 1.03 -0.43
H 0.34 1.42 -0.95
H 1.18 0.48 -2.01
H 1.10 -1.47 -0.52
H -0.42 -0.71 -0.50
C 5.05 -0.45 -0.26
N 4.20 -1.44 -1.00
C 4.12 -2.68 -0.53
C 3.35 -3.60 -1.22
C 2.62 -3.26 -2.36
C 2.73 -1.96 -2.75
C 3.64 -1.02 -2.25
C 1.59 -4.17 -2.84
C 0.29 -3.86 -3.24
C -0.49 -4.84 -3.81
N -0.12 -6.15 -3.98
C 1.14 -6.49 -3.61
C 1.96 -5.53 -3.05
C -1.17 -7.16 -4.45
H 4.62 0.47 -0.64
H 6.09 -0.44 -0.56
H 4.92 -0.55 0.82
H 4.62 -2.82 0.41
H 3.20 -4.56 -0.75
H 2.34 -1.67 -3.72
H 4.00 -0.11 -2.72
H -0.10 -2.85 -3.24
H -1.45 -4.53 -4.18
H 1.46 -7.52 -3.58
H 2.88 -5.99 -2.72
H -1.95 -6.62 -4.99
H -1.59 -7.52 -3.51
H -0.72 -7.92 -5.09
C -0.60 -2.93 5.88
C 0.19 -3.60 4.74
C -0.59 -3.26 3.38
N -0.28 -4.22 2.19
C -0.83 -5.61 2.66
C -0.59 -6.78 1.55
C -1.44 -6.31 0.36
C -1.15 -4.84 -0.10
C -1.19 -3.80 1.00
C 1.19 -4.17 1.76
H -1.60 -3.36 6.00
H -0.77 -1.85 5.91
H -0.18 -3.18 6.85
H 0.19 -4.68 4.89
H 1.21 -3.22 4.68
H -0.35 -2.28 2.97
H -1.66 -3.25 3.54
H -1.89 -5.53 2.89
H -0.23 -6.08 3.44
H -0.97 -7.67 2.04
H 0.45 -6.85 1.22
H -2.46 -6.33 0.73
H -1.55 -6.95 -0.51
H -1.89 -4.43 -0.79
H -0.19 -4.68 -0.60
H -2.21 -3.50 1.25
H -0.83 -2.84 0.61
H 1.27 -4.97 1.04
H 1.88 -4.31 2.60
H 1.28 -3.23 1.22
C 0.96 4.36 2.10
C 1.07 2.95 2.59
C 1.99 3.02 3.87
N 2.48 1.58 4.19
C 3.40 1.70 5.45
C 4.68 2.53 5.17
C 5.48 2.18 3.86
C 4.60 1.92 2.66
C 3.43 0.97 3.11
C 1.38 0.61 4.53
H 0.35 4.44 1.20
H 1.88 4.72 1.64
H 0.47 5.06 2.79
H 1.59 2.47 1.77
H 0.11 2.47 2.76
H 1.44 3.36 4.74
H 2.81 3.67 3.56
H 2.93 2.26 6.26
H 3.56 0.72 5.90
H 4.28 3.54 5.14
H 5.35 2.41 6.01
H 6.28 2.90 3.66
H 6.03 1.25 4.01
H 4.21 2.82 2.19
H 5.11 1.41 1.85
H 2.81 0.69 2.26
H 3.82 0.09 3.61
H 0.58 0.65 3.79
H 1.09 0.80 5.56
H 1.91 -0.34 4.43
C -4.03 0.54 -1.34
C -3.25 0.62 0.06
C -4.29 0.24 1.18
N -3.76 0.33 2.60
C -4.97 0.14 3.55
C -4.58 0.33 5.03
C -3.89 1.66 5.10
C -2.61 1.81 4.27
C -2.85 1.62 2.80
C -2.84 -0.85 2.90
H -3.35 0.87 -2.13
H -4.82 1.28 -1.45
H -4.32 -0.49 -1.56
H -2.91 1.63 0.29
H -2.30 0.09 0.01
H -4.68 -0.78 1.14
H -5.08 0.99 1.09
H -5.71 0.86 3.20
H -5.44 -0.84 3.42
H -5.48 0.19 5.63
H -3.89 -0.39 5.46
H -4.59 2.44 4.80
H -3.61 1.65 6.16
H -2.35 2.87 4.32
H -1.69 1.28 4.54
H -3.48 2.40 2.36
H -1.93 1.79 2.22
H -2.41 -0.80 3.91
H -1.99 -0.72 2.23
H -3.37 -1.80 2.85
C -5.22 2.37 -5.98
C -4.62 2.98 -4.67
C -3.53 3.99 -4.96
N -2.73 4.55 -3.67
C -2.45 3.33 -2.74
C -1.44 3.61 -1.63
C -0.06 3.99 -2.18
C -0.22 5.24 -3.08
C -1.31 5.07 -4.17
C -3.57 5.55 -2.96
H -6.23 1.99 -5.83
H -4.50 1.78 -6.54
H -5.49 3.19 -6.65
H -4.45 2.10 -4.04
H -5.44 3.42 -4.11
H -3.96 4.75 -5.62
H -2.80 3.57 -5.65
H -2.28 2.49 -3.43
H -3.44 3.10 -2.35
H -1.46 2.62 -1.15
H -1.90 4.34 -0.97
H 0.39 3.14 -2.70
H 0.62 4.28 -1.38
H 0.73 5.45 -3.57
H -0.37 6.22 -2.62
H -0.91 4.41 -4.94
H -1.64 5.94 -4.74
H -3.11 5.81 -2.00
H -4.56 5.10 -2.84
H -3.49 6.42 -3.62
N 0.03 0.33 -6.69
S 0.35 0.45 -5.07
O -0.60 1.07 -4.16
O 1.74 0.29 -4.65
F 0.04 -1.08 -4.80
S 0.73 1.66 -6.85
O 2.07 1.69 -7.33
O 0.21 2.85 -6.17
F 0.05 1.97 -8.24
N 5.66 1.80 -2.80
S 4.53 2.97 -2.43
O 4.84 4.17 -3.08
O 4.04 3.06 -1.04
F 3.19 2.46 -3.22
S 6.81 2.32 -1.99
O 6.72 2.07 -0.52
O 7.47 3.56 -2.42
F 7.93 1.21 -2.41

Its lowest unoccupied orbital energy (spin up / spin down) is -4.36 / -4.37 eV. The calculation puts the gap between HOMO and LUMO (spin up / spin down) at 0.185 / 0.254 Ha. For the strongest force on any atom, the calculation gives 12.1 eV/Å. For the electronic energy, the calculation gives -5070.99854 Eh. The total charge is +2. As for the spin multiplicity: 2.

Atomic partial charges in e from the Löwdin method, atoms 1 to 99: number 1, C, carries -0.0620; number 2, C, carries -0.4757; number 3, O, carries -0.3752; number 4, H, carries 0.0575; number 5, H, carries 0.0352; number 6, H, carries 0.0506; number 7, H, carries 0.0580; number 8, H, carries 0.0508; number 9, C, carries 0.0094; number 10, N, carries -0.0710; number 11, C, carries -0.0411; number 12, C, carries -0.0087; number 13, C, carries -0.1757; number 14, C, carries 0.0057; number 15, C, carries 0.0886; number 16, C, carries -0.1861; number 17, C, carries -0.0240; number 18, C, carries -0.0581; number 19, N, carries -0.1181; number 20, C, carries -0.0559; number 21, C, carries -0.0152; number 22, C, carries 0.0318; number 23, H, carries 0.0545; number 24, H, carries 0.1024; number 25, H, carries 0.0837; number 26, H, carries 0.1369; number 27, H, carries 0.1079; number 28, H, carries 0.1066; number 29, H, carries 0.1179; number 30, H, carries 0.1080; number 31, H, carries 0.1248; number 32, H, carries 0.1276; number 33, H, carries 0.1135; number 34, H, carries 0.0880; number 35, H, carries 0.0827; number 36, H, carries 0.0978; number 37, C, carries -0.1031; number 38, C, carries -0.1755; number 39, C, carries -0.1145; number 40, N, carries -0.1995; number 41, C, carries -0.0597; number 42, C, carries -0.1206; number 43, C, carries -0.1735; number 44, C, carries -0.1505; number 45, C, carries -0.1162; number 46, C, carries 0.0565; number 47, H, carries 0.0755; number 48, H, carries 0.0611; number 49, H, carries 0.0798; number 50, H, carries 0.0955; number 51, H, carries 0.1010; number 52, H, carries 0.0929; number 53, H, carries 0.0984; number 54, H, carries 0.1354; number 55, H, carries 0.1145; number 56, H, carries 0.1206; number 57, H, carries 0.1044; number 58, H, carries 0.1083; number 59, H, carries 0.1055; number 60, H, carries 0.1221; number 61, H, carries 0.0943; number 62, H, carries 0.1243; number 63, H, carries 0.1077; number 64, H, carries 0.0793; number 65, H, carries 0.1122; number 66, H, carries 0.0891; number 67, C, carries -0.1037; number 68, C, carries -0.2139; number 69, C, carries -0.0667; number 70, N, carries -0.2288; number 71, C, carries -0.1158; number 72, C, carries -0.1320; number 73, C, carries -0.1563; number 74, C, carries -0.1468; number 75, C, carries -0.0763; number 76, C, carries 0.0077; number 77, H, carries 0.0613; number 78, H, carries 0.0961; number 79, H, carries 0.0870; number 80, H, carries 0.1060; number 81, H, carries 0.0779; number 82, H, carries 0.1389; number 83, H, carries 0.1176; number 84, H, carries 0.1243; number 85, H, carries 0.1286; number 86, H, carries 0.1046; number 87, H, carries 0.1234; number 88, H, carries 0.1255; number 89, H, carries 0.1154; number 90, H, carries 0.1164; number 91, H, carries 0.1000; number 92, H, carries 0.1028; number 93, H, carries 0.1285; number 94, H, carries 0.0717; number 95, H, carries 0.1053; number 96, H, carries 0.0972; number 97, C, carries -0.0545; number 98, C, carries -0.1664; number 99, C, carries -0.1068

---

A cluster of 7 separate species, C51H111N5O7 in total at a distorted geometry. Source: OMol25; level of theory: wB97M-V/def2-TZVPD.

Atoms and positions in Å:
C 0.01 -0.91 -2.40
C 0.20 -0.72 -0.91
C 1.49 0.23 -0.64
C 1.58 0.88 0.68
C 0.22 1.57 1.04
C -0.97 0.69 0.93
N -0.96 0.09 -0.41
O -2.27 -0.44 -0.76
C -1.03 -0.32 2.13
C -2.21 1.70 1.15
C 0.44 -2.13 -0.29
H 0.41 -0.17 -3.09
H -1.00 -1.19 -2.70
H 0.70 -1.72 -2.64
H 2.34 -0.26 -1.11
H 1.31 0.97 -1.42
H 2.42 1.58 0.67
H 1.84 0.15 1.44
H 0.21 2.44 0.38
H 0.48 1.86 2.06
H -0.66 0.22 3.00
H -2.08 -0.60 2.24
H -0.40 -1.18 1.91
H -2.18 2.52 0.43
H -3.16 1.21 0.94
H -2.32 2.11 2.16
H 0.91 -2.92 -0.87
H -0.61 -2.41 -0.13
H 1.10 -2.17 0.58
H -2.35 -0.10 -1.65
C -5.90 0.94 -2.61
C -5.37 1.16 -4.02
C -6.62 0.81 -4.97
C -6.44 1.26 -6.38
C -6.29 2.80 -6.34
C -4.96 3.27 -5.52
N -5.11 2.61 -4.21
O -4.03 2.96 -3.36
C -3.66 3.07 -6.27
C -5.15 4.74 -5.16
C -4.16 0.31 -4.37
H -6.36 -0.03 -2.41
H -6.68 1.63 -2.30
H -5.08 0.96 -1.89
H -6.88 -0.24 -4.82
H -7.53 1.33 -4.66
H -7.36 1.11 -6.93
H -5.59 0.68 -6.75
H -7.15 3.35 -5.95
H -6.14 3.16 -7.36
H -2.74 3.43 -5.80
H -3.41 2.08 -6.63
H -3.85 3.64 -7.19
H -4.28 5.32 -4.84
H -5.54 5.29 -6.02
H -5.97 4.90 -4.46
H -4.45 -0.74 -4.41
H -3.42 0.60 -3.62
H -3.72 0.46 -5.36
H -4.49 3.25 -2.56
C -0.46 -3.83 4.85
C -0.12 -2.86 6.08
C -1.11 -1.69 5.96
C -2.59 -1.93 6.58
C -2.52 -2.71 7.90
C -1.56 -4.00 7.83
N -0.21 -3.42 7.48
O 0.74 -4.42 7.63
C -1.53 -4.40 9.39
C -2.13 -5.27 7.17
C 1.33 -2.40 5.95
H -1.48 -3.82 4.47
H -0.06 -4.84 4.76
H 0.00 -3.39 3.97
H -0.62 -0.88 6.49
H -1.20 -1.36 4.92
H -3.20 -2.56 5.93
H -3.13 -0.98 6.63
H -3.41 -3.08 8.43
H -2.10 -2.08 8.68
H -2.44 -4.81 9.84
H -0.83 -5.23 9.52
H -1.31 -3.52 9.98
H -2.96 -5.78 7.66
H -2.44 -5.13 6.14
H -1.26 -5.93 7.07
H 1.78 -1.91 6.81
H 1.41 -1.75 5.08
H 2.01 -3.22 5.74
H 1.42 -3.92 8.09
C -0.92 5.49 7.21
C -1.15 4.01 7.62
C -2.07 3.46 6.53
C -1.29 3.05 5.22
C -0.16 2.15 5.63
C 0.91 2.74 6.66
N 0.07 3.26 7.79
O 0.81 3.78 8.76
C 1.86 1.64 7.10
C 1.76 3.81 5.92
C -1.91 3.82 8.93
H -1.84 6.03 6.99
H -0.30 5.65 6.33
H -0.34 6.02 7.97
H -2.63 2.65 6.99
H -2.67 4.30 6.18
H -0.93 3.93 4.69
H -2.14 2.59 4.71
H 0.19 1.49 4.83
H -0.55 1.41 6.33
H 2.48 2.00 7.92
H 1.24 0.82 7.46
H 2.53 1.19 6.36
H 2.54 3.33 5.33
H 1.21 4.58 5.39
H 2.28 4.47 6.62
H -2.93 4.13 8.69
H -1.54 4.57 9.63
H -2.00 2.83 9.37
H 0.44 3.39 9.55
C 6.46 -3.48 -1.83
C 5.97 -2.55 -2.93
C 7.13 -1.91 -3.75
C 7.83 -2.71 -4.77
C 6.83 -3.19 -5.80
C 5.59 -3.94 -5.07
N 5.05 -3.10 -3.94
O 3.77 -3.26 -3.50
C 4.45 -3.89 -6.11
C 5.78 -5.40 -4.63
C 5.38 -1.33 -2.24
H 5.92 -3.64 -0.89
H 7.39 -2.97 -1.58
H 6.76 -4.47 -2.16
H 6.75 -1.04 -4.30
H 7.91 -1.55 -3.08
H 8.32 -3.61 -4.41
H 8.66 -2.18 -5.24
H 7.25 -3.90 -6.52
H 6.62 -2.19 -6.17
H 4.59 -4.43 -7.04
H 3.52 -4.37 -5.80
H 4.13 -2.87 -6.32
H 5.97 -5.96 -5.55
H 6.62 -5.48 -3.95
H 4.89 -5.83 -4.16
H 4.41 -1.61 -1.84
H 5.08 -0.54 -2.93
H 6.04 -0.97 -1.44
H 3.30 -2.50 -3.84
C -0.03 -2.56 -8.07
C 0.54 -1.17 -7.73
C -0.29 -0.40 -6.76
O 1.84 -1.22 -7.17
H -0.93 -2.40 -8.67
H -0.18 -3.10 -7.14
H 0.69 -3.16 -8.63
H 0.75 -0.58 -8.62
H 0.19 -0.53 -5.79
H -1.34 -0.66 -6.66
H -0.29 0.66 -7.00
H 2.03 -0.28 -7.22
C 1.42 2.67 -4.06
C 1.52 3.39 -5.48
C 1.57 4.86 -5.42
O 2.76 2.89 -5.93
H 0.62 2.97 -3.39
H 2.36 2.93 -3.57
H 1.53 1.62 -4.33
H 0.74 3.06 -6.18
H 0.78 5.39 -5.94
H 2.38 5.48 -5.81
H 1.35 5.18 -4.40
H 3.54 3.26 -5.51

Its lowest unoccupied orbital energy is 0.50 eV. The calculation puts the relative energy (zero: lowest compared OMol25 entry of this formula, charge and spin) at 624.0 kJ/mol. The calculation puts the gap between HOMO and LUMO at 0.302 Ha. For the strongest force on any atom, the calculation gives 5.1 eV/Å. For the electronic energy, the calculation gives -2809.78002 Eh.

Atomic partial charges in e from the Löwdin method, atoms 1 to 99: number 1, C, carries -0.0347; number 2, C, carries -0.4389; number 3, C, carries -0.1351; number 4, C, carries -0.1790; number 5, C, carries -0.1474; number 6, C, carries -0.4751; number 7, N, carries -0.0737; number 8, O, carries -0.0285; number 9, C, carries -0.0095; number 10, C, carries -0.0174; number 11, C, carries -0.0341; number 12, H, carries 0.0609; number 13, H, carries 0.0828; number 14, H, carries 0.0738; number 15, H, carries 0.1082; number 16, H, carries 0.0917; number 17, H, carries 0.1137; number 18, H, carries 0.1052; number 19, H, carries 0.1206; number 20, H, carries 0.1098; number 21, H, carries 0.0587; number 22, H, carries 0.0851; number 23, H, carries 0.0564; number 24, H, carries 0.0735; number 25, H, carries 0.0634; number 26, H, carries 0.0659; number 27, H, carries 0.0739; number 28, H, carries 0.0839; number 29, H, carries 0.0718; number 30, H, carries 0.0628; number 31, C, carries -0.0414; number 32, C, carries -0.4785; number 33, C, carries -0.1561; number 34, C, carries -0.1886; number 35, C, carries -0.0884; number 36, C, carries -0.4846; number 37, N, carries -0.1256; number 38, O, carries -0.0237; number 39, C, carries -0.0322; number 40, C, carries -0.0577; number 41, C, carries -0.0187; number 42, H, carries 0.0859; number 43, H, carries 0.0905; number 44, H, carries 0.0704; number 45, H, carries 0.1151; number 46, H, carries 0.1128; number 47, H, carries 0.1113; number 48, H, carries 0.1089; number 49, H, carries 0.1144; number 50, H, carries 0.1056; number 51, H, carries 0.0831; number 52, H, carries 0.0622; number 53, H, carries 0.0842; number 54, H, carries 0.0820; number 55, H, carries 0.0778; number 56, H, carries 0.0867; number 57, H, carries 0.0928; number 58, H, carries 0.0699; number 59, H, carries 0.0574; number 60, H, carries 0.0996; number 61, C, carries -0.0293; number 62, C, carries -0.4648; number 63, C, carries -0.1027; number 64, C, carries -0.1324; number 65, C, carries -0.1424; number 66, C, carries -0.4262; number 67, N, carries -0.1065; number 68, O, carries -0.0314; number 69, C, carries -0.0582; number 70, C, carries -0.0387; number 71, C, carries -0.0492; number 72, H, carries 0.0703; number 73, H, carries 0.0801; number 74, H, carries 0.0622; number 75, H, carries 0.0883; number 76, H, carries 0.0945; number 77, H, carries 0.0933; number 78, H, carries 0.0953; number 79, H, carries 0.1095; number 80, H, carries 0.0978; number 81, H, carries 0.0733; number 82, H, carries 0.0706; number 83, H, carries 0.0717; number 84, H, carries 0.0835; number 85, H, carries 0.0583; number 86, H, carries 0.0806; number 87, H, carries 0.0816; number 88, H, carries 0.0830; number 89, H, carries 0.0819; number 90, H, carries 0.1051; number 91, C, carries -0.0197; number 92, C, carries -0.5228; number 93, C, carries -0.1383; number 94, C, carries -0.1567; number 95, C, carries -0.1329; number 96, C, carries -0.4450; number 97, N, carries -0.1634; number 98, O, carries 0.0008; number 99, C, carries -0.0420

---

These records have molar mass values of 1160.65, 906.48 u, in the order they appear.